The following is a quantum chemistry calculation of a 12-piece molecular cluster, C57H166N21O22P7S5 overall at a distorted geometry, from OMol25.

Each line ends with the Mulliken charge.
Element x y z (Å)
H  13.9791  9.5576  18.0963  0.371
C  19.7248  19.1765  21.9653  -0.640
C  15.2549  19.1274  13.1716  0.719
C  15.4554  12.0474  16.3066  -0.227
H  12.2769  13.4464  20.7041  0.365
H  23.0825  20.2798  16.2767  0.324
H  14.1685  12.7372  20.9227  0.441
C  14.7661  9.9199  17.4887  -1.173
C  17.5906  12.8676  8.9136  -1.027
H  14.6600  24.0425  19.4641  0.282
C  15.6386  21.4382  21.1781  -1.107
H  20.7629  18.4528  19.3738  -0.313
N  18.4468  22.5350  19.1628  1.051
H  15.3878  21.0547  17.7818  -0.803
H  15.7274  20.3238  21.3233  0.241
H  15.7155  14.4781  17.4767  -0.115
N  14.4939  11.3372  17.1128  0.927
H  15.6501  15.6187  8.6798  0.324
H  19.1104  23.9605  17.7893  0.180
C  21.7863  13.9706  22.3177  0.026
H  18.0453  20.8867  20.4723  0.357
C  20.0264  12.7761  23.5633  -1.081
C  19.5832  9.4290  20.9296  -0.980
H  20.6296  19.6067  21.5514  0.116
O  20.6765  13.1555  16.1095  -0.816
H  24.6413  16.4238  16.9940  0.478
H  20.8878  20.7031  12.9627  0.314
H  17.2339  20.6033  14.5775  -0.170
H  11.3790  13.4836  19.1795  0.433
C  16.4695  18.3309  12.7472  -0.520
C  18.3956  11.5202  21.0517  -0.495
H  21.6117  18.5119  17.8504  -0.521
O  20.4850  10.8465  15.6770  -0.172
H  12.5929  14.1294  8.5695  0.307
H  17.2182  26.9578  13.1450  0.342
C  22.8892  10.8677  19.7512  -1.442
C  21.2672  12.3965  19.0835  -1.835
H  17.6386  11.8787  9.4466  0.255
C  17.8354  18.5343  25.9746  -1.062
H  16.0106  27.0281  14.3423  0.395
N  20.8777  12.8449  22.3610  0.661
H  14.2654  24.2483  16.7376  0.271
H  14.5770  21.7175  21.4478  0.277
H  25.4517  14.3639  21.1743  0.622
H  15.1568  20.0931  12.6395  0.245
O  11.9859  10.8084  17.8301  -0.899
C  16.6472  14.7451  17.9217  -0.147
O  22.2026  17.2668  15.6529  -0.531
H  16.1261  10.2433  9.7359  0.369
H  27.0634  12.1349  21.3336  0.389
H  23.4712  20.2734  12.9683  0.270
H  14.3262  15.7929  18.6477  -0.472
H  22.1494  21.6506  15.6671  0.333
H  13.3882  25.1749  15.3759  0.280
H  13.0865  15.7332  10.7996  0.314
H  19.0739  9.7380  14.8310  0.205
H  13.5872  14.5929  12.1891  0.258
H  17.2745  15.3889  8.1870  0.364
H  17.3971  17.9718  25.1493  0.263
H  16.2982  12.4932  12.8116  0.185
H  17.0564  24.3652  16.0003  -0.180
H  18.9899  19.0801  18.0699  -0.404
H  15.1168  11.3515  12.7851  0.595
H  23.6536  11.3058  19.0952  0.192
H  12.9619  20.3866  12.2090  0.357
H  20.0251  22.4376  17.7842  -0.306
H  20.2862  21.2555  14.5724  0.305
C  25.4243  13.4507  20.6067  -0.108
H  24.9513  18.0307  23.0409  0.331
N  21.2082  17.6041  13.3700  0.714
C  15.9635  11.5862  12.3062  -1.453
H  19.7519  19.1872  26.6211  0.316
C  24.1803  19.4611  13.0918  -1.110
O  23.1434  15.5526  19.5704  -0.519
H  19.0800  9.4206  16.4969  0.185
H  21.2088  14.9025  22.3059  -0.368
H  16.6465  10.7210  12.4332  0.445
O  25.5680  16.1970  19.3794  -0.726
N  16.4523  15.9316  18.7544  0.074
H  15.9134  16.8574  16.6477  -1.008
H  22.3945  10.0739  19.1986  0.233
H  12.8488  12.4454  9.2280  0.338
C  26.7330  12.6730  20.4468  -1.611
H  22.2242  17.5411  19.2197  -1.060
H  15.9951  14.6542  7.2202  0.292
H  25.1523  19.8643  13.3795  0.282
H  20.1757  16.6082  14.7854  -0.689
H  22.4532  13.9420  21.4221  -0.237
H  20.5972  12.6192  24.5209  0.286
H  15.2332  25.7593  19.5155  0.316
H  16.2559  21.9595  21.9038  0.315
N  13.9768  13.9392  10.1737  0.514
H  18.5063  14.7476  20.2996  -0.157
O  21.9978  21.1041  19.4083  -0.680
N  22.0189  11.8971  20.1950  1.454
H  14.0371  13.1615  8.2881  0.504
H  11.7084  11.9491  20.0703  0.431
H  19.1133  17.7228  13.9090  -0.475
P  16.8514  22.8925  19.0360  -1.536
C  16.4840  17.7097  16.3373  0.501
N  17.4293  17.9307  17.3805  1.556
C  19.0687  12.4559  14.2577  -0.828
H  18.5564  22.5856  13.0382  0.213
H  25.1502  14.6975  16.8238  0.545
H  15.0657  25.4105  15.6560  0.228
C  12.0782  12.8965  19.7791  -1.407
H  19.0935  8.8338  21.7357  0.316
H  14.8579  9.2895  16.6069  0.300
H  18.5644  13.3704  14.3847  0.369
H  23.3261  15.1680  16.7877  0.155
H  17.0250  17.5188  15.4506  0.081
H  19.5985  16.1872  13.1772  0.562
H  14.7635  11.2135  9.2109  0.350
C  16.3089  14.8329  8.2756  -1.106
H  15.7379  18.5428  16.2038  -0.318
C  19.9479  16.9979  13.8323  0.321
C  13.1822  14.6988  11.1828  -1.191
H  14.8169  24.9696  20.9808  0.310
O  16.4956  23.0598  17.5991  0.606
S  24.4748  15.3404  19.0132  1.071
C  19.6361  15.6950  17.6311  0.974
H  21.2597  8.1583  16.2522  0.325
C  19.3080  18.5554  25.8128  -0.276
H  15.7023  9.9531  18.0845  0.224
H  12.2087  13.1719  14.5744  0.242
C  19.5023  23.1565  18.4493  -0.659
C  19.2268  15.6127  20.1560  0.032
H  14.7320  10.1534  10.6355  0.299
H  19.2444  18.5002  16.3026  -0.097
P  13.0129  11.8717  17.6414  0.054
H  21.4258  8.6715  14.5857  0.357
H  19.0889  16.0194  16.7247  -0.161
H  23.3606  10.4533  20.6452  0.518
H  16.4150  18.1108  11.7203  0.710
N  16.5838  24.1672  20.1154  0.434
H  10.7379  13.1666  15.6887  0.416
O  15.9737  14.3932  11.6880  -0.700
C  22.0430  20.5265  15.9247  -0.521
H  17.4123  18.8593  12.9978  -0.555
H  27.4696  13.4396  20.2275  0.388
H  24.2240  16.4370  14.4849  0.141
C  17.6316  25.1085  20.5014  -0.929
C  20.6173  20.3510  13.9595  -0.807
H  18.4229  13.5122  9.1520  0.305
H  21.3275  20.3691  16.7306  -0.156
N  19.6650  10.8399  21.2169  0.444
H  19.4587  20.7734  19.4611  -0.481
C  21.2133  17.9456  11.9936  -1.046
O  23.9399  19.8039  18.6726  -0.708
H  17.6970  12.5752  7.8427  0.315
H  17.6245  25.9489  15.5970  0.506
H  20.6660  13.2572  19.4005  -0.087
H  19.5407  21.7270  20.8840  0.276
H  11.3459  19.5718  12.2882  0.393
H  11.5758  11.6986  15.5470  0.430
C  13.9614  22.3704  15.0384  -0.501
H  22.3501  13.9965  23.2586  0.382
H  20.6930  16.0267  17.4489  -0.843
H  14.2287  20.6868  19.1382  0.493
H  12.1955  14.2819  11.2405  0.476
H  24.6903  18.4073  20.4959  0.639
H  13.6618  14.9468  16.6721  0.235
O  17.3928  18.0065  20.0375  -0.963
H  16.3678  21.6267  15.7020  -0.218
H  23.6112  19.3163  23.1292  0.315
H  17.3047  14.8895  17.0847  0.297
C  15.2760  20.7389  18.8272  0.513
H  15.2695  19.4281  14.1855  -0.360
H  19.4115  13.7174  23.6721  0.166
H  14.9763  12.9974  16.0705  -0.063
H  18.3325  11.7210  13.9035  -0.198
H  17.5996  26.0424  19.8602  0.233
N  15.9184  21.6774  19.7142  0.696
H  16.3650  12.3525  16.8781  -0.514
H  14.3380  21.6634  14.2999  -0.206
H  16.9774  13.8829  18.5150  -0.402
H  18.6268  12.6312  21.0622  -0.015
H  16.3204  17.3259  13.2153  0.115
S  22.7020  19.8360  19.3616  1.349
H  19.3448  12.0081  23.3662  0.444
C  12.1764  19.9895  12.8729  -1.021
H  23.3720  17.6082  21.2612  -0.095
S  20.2505  18.1388  23.3728  0.985
C  15.2394  24.7507  20.0024  -1.003
N  16.3959  13.6555  9.1139  0.395
N  23.7391  18.4346  13.9244  0.475
C  15.3300  10.8619  10.0627  -1.138
S  12.8309  18.6256  13.7573  1.209
O  11.9535  17.4783  13.6350  -0.668
H  15.6027  26.4084  12.8125  0.388
O  24.8966  13.7880  19.3204  -0.235
H  15.6400  19.6609  18.8978  -0.583
O  19.4846  16.9248  23.3407  -0.608
C  17.5023  24.9730  15.2179  -0.339
H  19.7425  17.5592  25.8986  0.337
P  17.5490  17.1452  18.8166  0.184
N  21.6787  19.7544  14.7747  0.865
O  13.2589  19.1565  15.0281  -0.539
H  17.2682  22.8476  11.7498  0.555
H  11.9457  15.1491  16.4068  0.510
N  16.6260  25.0663  14.0174  0.047
H  17.6774  21.1809  12.3359  0.037
N  13.3408  12.6711  19.0303  0.774
C  19.7644  9.5599  15.5894  0.151
H  20.2317  15.1314  20.2745  -0.392
H  17.9561  11.3670  20.0476  0.145
H  15.2791  12.4089  19.6012  0.155
H  21.8515  12.8665  18.3133  0.852
H  18.1781  19.8832  16.7652  -0.129
H  22.1453  18.4958  11.6634  0.167
C  18.8561  21.4107  20.0431  -0.287
H  17.5218  25.4286  21.5527  0.303
N  19.0531  16.3534  18.8560  1.293
P  22.2304  18.2281  14.5336  -0.509
C  14.2958  12.1682  19.9900  -1.083
H  19.5407  14.6266  17.6634  0.019
C  18.5167  18.9015  17.0970  0.017
H  20.2821  23.5239  19.1329  0.389
P  21.1808  11.4406  21.5390  0.344
H  25.5645  17.4175  13.8333  0.373
C  21.7215  18.4703  18.9266  2.407
H  21.1688  17.0458  11.3704  0.392
C  24.4878  17.2161  13.8110  -1.112
H  20.1736  7.5150  15.1108  0.393
C  24.3523  15.3589  17.2083  -1.128
C  23.8900  18.5292  21.2411  0.349
H  24.6567  12.8918  21.1177  0.082
O  14.1325  18.2556  12.9148  -0.213
O  19.7812  19.0791  24.5269  -0.238
C  20.7384  8.4288  15.3730  -1.400
O  21.6749  18.0085  23.3200  -0.659
O  18.5989  11.9915  16.7157  -0.067
C  11.7609  12.7781  15.4792  -1.265
H  17.5207  18.0045  26.8908  0.350
H  20.4016  18.6033  11.6148  0.231
H  19.0551  16.2155  21.0581  -0.021
O  22.9491  19.5344  20.8805  -0.285
C  12.6896  14.5630  16.9327  -1.179
H  17.5236  19.5678  25.8936  0.328
H  17.5887  11.2493  21.7583  0.271
N  15.7572  11.9609  10.8767  0.627
C  14.2939  24.6455  15.7376  -0.969
O  21.8687  10.3299  22.2845  -0.923
H  18.5420  24.5541  20.3932  0.283
N  14.6115  23.6193  14.7928  0.402
H  25.1329  19.7300  22.4452  0.453
H  15.1167  15.3200  20.2919  0.161
H  17.9537  22.1179  15.3430  -0.019
H  12.8778  22.4102  14.8539  0.720
H  20.5674  11.5919  18.8268  0.368
N  16.5554  22.3786  13.6988  0.664
C  24.4618  18.9037  22.5875  -1.681
H  20.5800  9.0116  20.7408  0.280
N  12.5639  13.1644  16.6678  0.475
C  16.3557  26.4057  13.5463  -1.127
H  24.3191  16.8523  12.7678  0.318
H  15.7318  11.5490  15.3733  0.376
C  15.1317  15.9719  19.3941  -0.065
H  26.6932  12.0049  19.6266  0.329
H  15.0074  17.0022  19.7802  0.338
S  19.6940  12.1807  15.8569  0.896
C  17.0403  21.6525  14.8512  0.445
H  24.2880  19.0042  12.1078  0.456
O  15.0887  23.9084  12.2024  -0.922
H  18.8953  9.3078  20.0887  0.234
H  14.1157  22.0146  16.0234  -0.022
C  13.3122  13.4016  9.0256  -1.289
P  15.4976  13.5427  10.5727  0.047
H  12.4813  14.8245  17.9600  0.307
H  18.5156  24.6095  14.9260  0.151
P  15.6711  23.8041  13.5633  0.394
H  19.1336  18.5683  21.2817  -0.129
H  19.8842  12.5177  13.5427  0.483
C  17.5911  22.2604  12.5925  -0.998
H  19.7520  19.7817  13.8611  -0.030
H  14.2716  11.0533  20.2019  0.211
H  19.0805  19.9598  22.3780  0.719
H  11.8534  20.7471  13.5881  0.292

Cartesian forces (eV/Å) of the 3 atoms listed first:
H -0.7786 -0.3833 0.5211
C 0.0287 -0.1491 1.3357
C 0.6837 0.5602 -1.3400

Output
- Charge: 0
- Kohn-Sham gap: 8.34 eV